<w>
The following is a DFT calculation (ωB97M-V/def2-TZVPD) of a 2-piece molecular cluster, CH6N2O2 overall.

Positions of all 11 atoms, in Å:
1 N -0.694 -0.251 1.907
2 C -0.198 0.069 0.649
3 N -0.769 -0.647 -0.396
4 O 0.682 0.956 0.489
5 H -1.686 -0.608 1.943
6 H -0.394 0.369 2.652
7 H -1.161 -1.584 -0.208
8 H -0.340 -0.492 -1.312
9 O 1.279 0.492 -2.106
10 H 1.228 0.851 -1.138
11 H 2.053 0.844 -2.479

## Properties
SMILES string: NC(N)=O.O
Molecular weight (g/mol): 78.1
LUMO energy (eV): 0.750
Charge: 0
HOMO (hartree): -0.38137

Here are the natural (NBO) charges for atoms 1 to 4, given in e: N -0.85; C 0.79; N -0.86; O -0.68



<x>
The following is a DFT calculation (ωB97M-V/def2-TZVPD) of a 2-piece molecular cluster, CH6N2O2 overall.

Positions of all 11 atoms, in Å:
1 N 1.208 1.530 0.171
2 O 1.253 1.356 -1.051
3 H 2.155 1.405 0.616
4 N -0.171 -0.541 1.016
5 C -1.151 -0.704 -0.031
6 O -0.574 -0.738 -1.309
7 H 0.544 -1.257 0.932
8 H 0.305 0.414 0.984
9 H -1.880 0.110 0.059
10 H -1.649 -1.669 0.107
11 H -0.040 0.093 -1.494

## Properties
SMILES string: N=O.NCO
Molecular weight (g/mol): 78.1
LUMO energy (alpha / beta) (eV): -1.573 / -1.575
Charge: 0
HOMO (alpha / beta) (hartree): -0.34653 / -0.34652

Here are the natural (NBO) charges for atoms 1 to 4, given in e: N -0.03; O -0.26; H 0.29; N -0.83



<y>
The following is a DFT calculation (ωB97M-V/def2-TZVPD) of CH6N2O2 as an isolated structure.

Positions of all 11 atoms, in Å:
1 C -2.704 -1.097 -0.231
2 N -2.959 0.747 -0.504
3 N 4.475 0.025 -0.033
4 O -2.182 1.310 0.539
5 O -1.872 -1.327 0.570
6 H -3.160 -1.612 -1.044
7 H -3.916 1.012 -0.287
8 H 3.813 0.669 0.320
9 H 4.312 -0.942 -0.109
10 H 5.429 0.197 0.271
11 H -1.237 1.017 0.507

## Properties
Molecular weight (g/mol): 78.1
LUMO energy (eV): 0.603
Charge: 0
HOMO (hartree): -0.32114

Here are the natural (NBO) charges for atoms 1 to 4, given in e: C 0.53; N -0.42; N -1.11; O -0.59



The energy of each structure relative to the most stable one, in eV, is as follows: <w> 0.000; <x> 4.756; <y> 4.834.